DFT (the ωB97M-V functional and the def2-TZVPD basis) results for a molecular structure, C33H32BrIN2O4PPd at a distorted geometry.

XYZ file:
```
75
Properties=species:S:1:pos:R:3:forces:R:3:mulliken_charge:R:1
Pd -0.175036 -0.147820 -0.926808 1.49 -1.04 1.00 -0.2599
C 1.703984 -3.292530 -2.502745 0.12 0.00 -0.05 -1.3746
C 1.819367 -1.941734 -3.208958 -0.24 -0.06 0.25 0.5337
C 0.474995 -1.534908 -3.806370 0.22 -0.02 -0.22 -1.4939
C 2.440086 -0.874212 -2.289229 0.09 -0.11 -0.09 -0.2585
C 3.903862 -1.197255 -1.959511 -0.03 0.10 0.06 -0.7359
O 3.927482 -1.376546 -0.519864 0.05 -0.02 -0.13 -0.4890
C 2.706438 -1.108396 -0.060517 0.13 0.06 0.03 0.3633
N 1.833757 -0.793244 -0.934969 -1.11 0.18 -0.43 0.7074
C 2.553449 -1.212272 1.398025 0.16 -0.01 -0.04 0.1693
C 3.715451 -1.379405 2.156592 0.04 -0.02 -0.04 -0.7458
C 3.649899 -1.514569 3.530080 0.02 -0.01 0.01 -0.7233
C 2.415756 -1.504229 4.164328 -0.03 0.00 0.02 -0.7655
C 1.263641 -1.335196 3.417891 -0.04 -0.02 0.01 -0.8731
C 1.318685 -1.176104 2.034022 -0.26 0.11 0.02 0.1863
P -0.305576 -0.863902 1.254625 0.18 0.42 -0.70 2.7845
C -0.834580 0.637373 2.120154 -0.04 -0.04 -0.09 1.0789
C 0.139024 1.633508 2.253176 -0.08 -0.04 0.13 -0.7712
C -0.171608 2.838697 2.855183 0.00 -0.01 -0.01 -0.6622
C -1.460312 3.070126 3.321136 0.01 0.04 -0.04 -0.7759
C -2.441282 2.106988 3.148878 -0.07 -0.01 -0.02 -0.8203
C -2.136707 0.897569 2.537771 -0.05 -0.04 -0.01 -0.1426
C -1.197445 -2.359515 1.720150 -0.12 -0.08 -0.41 1.1029
C -2.322441 -2.440862 2.531127 0.09 -0.04 0.13 -0.6991
C -2.902876 -3.679055 2.778888 -0.04 0.01 0.02 -0.8747
C -2.371516 -4.829178 2.219534 -0.02 -0.02 0.01 -0.5408
C -1.242572 -4.754119 1.410171 0.02 0.05 -0.01 -0.7367
C -0.663482 -3.524657 1.154949 -0.07 0.01 0.02 -0.7128
H 1.425360 -4.069997 -3.215573 0.00 0.02 0.05 0.5080
H 0.928381 -3.249073 -1.734860 -0.01 0.00 0.00 0.0379
H 2.640924 -3.600039 -2.027148 -0.08 -0.01 -0.03 0.3887
H 2.526483 -2.034793 -4.038707 0.08 0.00 0.00 0.3883
H -0.309428 -1.520025 -3.056887 -0.22 0.04 0.24 0.2243
H 0.165410 -2.267013 -4.554438 0.04 0.02 -0.01 0.5365
H 0.520809 -0.555459 -4.281510 -0.02 0.02 0.02 0.2972
H 2.340311 0.102253 -2.756149 -0.05 0.08 0.00 0.4685
H 4.592327 -0.396518 -2.213625 0.04 0.06 0.07 0.3171
H 4.243208 -2.121490 -2.418057 0.04 -0.06 0.03 0.4062
H 4.670722 -1.401076 1.653744 0.00 -0.01 0.01 0.5632
H 4.560084 -1.631723 4.104658 -0.04 -0.01 -0.03 0.4331
H 2.348359 -1.620950 5.238639 0.01 0.01 -0.04 0.4609
H 0.301638 -1.313428 3.917118 0.03 0.00 0.01 0.4319
H 1.143235 1.463874 1.888436 0.06 0.01 -0.01 0.4053
H 0.590602 3.600778 2.954590 -0.03 -0.02 0.00 0.4605
H -1.702691 4.008867 3.804242 0.02 -0.03 -0.04 0.4172
H -3.454786 2.295786 3.483876 0.06 -0.03 0.00 0.4889
H -2.928058 0.177198 2.382869 0.02 0.11 -0.05 -0.2891
H -2.738653 -1.562946 2.999470 0.02 -0.09 0.00 0.5772
H -3.782056 -3.736299 3.409859 0.06 -0.01 -0.02 0.4693
H -2.835889 -5.788524 2.413783 0.04 0.05 0.00 0.4082
H -0.818149 -5.651955 0.980013 -0.02 0.02 0.00 0.4487
H 0.215249 -3.461551 0.520243 -0.03 -0.03 0.01 0.1526
N -3.288946 1.295978 -0.441915 -0.06 -0.21 -0.12 0.2090
C -3.355172 0.059762 -0.929104 -0.04 0.46 -0.14 0.4509
O -2.362088 -0.565278 -1.340067 0.24 0.06 0.37 -0.5703
C -4.715581 -0.579875 -1.025974 0.02 0.00 0.08 -1.3486
I -5.447870 -1.099460 0.913666 -0.05 0.02 -0.05 0.0797
H -2.391034 1.784480 -0.429018 0.06 0.04 0.00 -0.0250
H -4.114145 1.790834 -0.153895 -0.11 -0.07 0.03 0.2479
H -4.653287 -1.495755 -1.596201 0.03 -0.06 -0.05 0.4532
H -5.450040 0.094507 -1.454450 0.00 0.02 -0.02 0.4949
Br -2.014658 4.952201 -0.456465 0.06 -0.33 0.04 -0.1881
C -0.519586 4.964652 -1.629562 0.12 -0.18 -0.11 0.2990
C -0.173131 6.229199 -2.085348 0.05 -0.01 -0.03 -0.6535
C 0.881846 6.394016 -2.967851 -0.03 0.09 0.00 -0.4517
C 1.589913 5.291738 -3.414705 0.03 -0.03 0.00 -0.8007
C 1.231192 4.032015 -2.973191 -0.04 0.04 0.07 -0.4086
C 0.183384 3.831280 -2.068090 0.03 0.00 -0.06 0.2269
C -0.043426 2.394638 -1.673635 -0.17 -0.05 -0.01 1.0161
O 0.467878 1.491764 -2.408682 -0.48 -0.35 0.42 -0.7713
O -0.682554 2.077571 -0.634527 -0.08 1.10 -0.07 -0.2977
H -0.740384 7.086391 -1.749349 0.01 -0.03 0.01 0.4135
H 1.139332 7.388896 -3.310485 -0.01 -0.04 0.03 0.3864
H 2.414448 5.414820 -4.104304 -0.02 -0.03 0.00 0.4019
H 1.760098 3.155150 -3.319172 0.00 0.04 -0.01 0.3652
```
Positions in Å, forces in eV/Å.

As for the calculated total energy: -5028.0129 a.u. The LUMO energy (alpha / beta) is -0.1380 / -0.1379 Ha. As for the energy above the lowest of the compared OMol25 structures with the same formula, charge and spin: 75.15 kJ/mol. Its gap between HOMO and LUMO (alpha / beta) is 7.3413 / 7.3423 eV. The net charge is +1. As for the spin multiplicity: 1.